Below is the molecule C20H23Br2NO2 in a non-equilibrium geometry, with properties calculated with wB97M-V/def2-TZVPD.

Geometry as XYZ:
```
48
Properties=species:S:1:pos:R:3:forces:R:3:lowdin_charge:R:1
C 3.8420 -2.2816 -0.9033 0.5 -0.7 0.7 -0.123
C 3.5072 -0.8724 -0.4618 -0.7 0.4 -2.1 -0.249
C 2.1177 -0.5507 -1.0551 2.8 4.6 -1.4 -0.200
N 1.4750 0.6181 -0.4719 1.0 0.4 1.4 -0.146
C 2.0887 1.9293 -0.7896 -1.7 -0.7 0.7 -0.167
C 1.3385 2.4756 -1.9649 -1.3 0.8 -1.6 -0.134
C -0.0744 1.9122 -2.2495 1.0 1.6 -2.3 -0.201
C -0.7517 2.2010 -3.4338 -0.8 -0.9 -1.9 -0.535
Br -0.1138 3.5817 -4.6873 -0.1 -0.9 0.8 0.674
C -1.8959 1.4343 -3.9179 1.2 2.4 2.3 -0.104
C -2.6200 0.7188 -2.9550 1.2 -0.6 -1.0 -0.019
C -1.9195 0.4259 -1.7328 -1.7 -0.1 -2.7 -0.209
O -2.5332 -0.5830 -1.0129 0.5 0.2 0.9 0.025
C -0.6554 1.0031 -1.4583 -3.1 -1.7 2.1 -0.118
C 0.0196 0.6386 -0.1961 1.9 -0.2 0.1 -0.212
C -0.4254 1.4556 1.0888 1.3 1.0 0.0 -0.086
C -0.5679 0.5106 2.2459 1.8 -0.6 -1.0 -0.283
C -1.7767 -0.0892 2.3755 -2.3 -0.9 2.1 0.007
C -2.0851 -1.0307 3.3697 1.2 -1.1 -0.6 -0.268
O -3.3898 -1.4842 3.4696 0.2 1.7 1.2 -0.143
C -3.8485 -2.4927 2.5977 0.1 -0.7 1.1 -0.070
C -1.0122 -1.5923 4.1058 -0.1 -0.8 -0.2 -0.004
C 0.2963 -1.0912 3.8934 0.3 1.2 -1.1 -0.086
C 0.5513 -0.0343 2.9319 -2.1 -0.8 1.4 -0.570
Br 2.2450 0.7656 2.6394 0.0 -0.3 0.7 0.833
H 3.1446 -2.9302 -0.2996 0.9 0.1 -1.0 0.094
H 3.7014 -2.3825 -1.9817 -0.4 -0.2 0.1 0.068
H 4.9122 -2.5814 -0.7632 -0.9 0.2 0.4 0.080
H 3.4267 -0.7775 0.5957 0.5 0.3 0.7 0.043
H 4.1606 -0.1528 -0.9803 0.3 -0.1 0.9 0.105
H 2.2500 -0.4465 -2.1780 -0.1 0.0 0.8 0.144
H 1.5130 -1.3030 -0.9453 -3.5 -4.5 0.8 0.058
H 1.8760 2.6661 0.0044 0.6 -0.7 0.3 0.100
H 3.1775 1.8673 -0.9816 -0.7 -0.1 0.3 0.128
H 1.8885 2.2704 -2.8870 0.0 0.5 -0.1 0.104
H 1.1263 3.5471 -1.8324 0.7 0.0 -0.4 0.117
H -2.2052 1.6701 -4.9213 -0.4 -0.2 -0.1 0.079
H -3.5949 0.2273 -3.2936 1.5 0.5 0.9 0.134
H -3.2382 -0.9883 -1.5538 0.7 0.5 0.3 0.109
H -0.3067 -0.3780 -0.0343 0.3 -0.5 0.5 0.141
H -1.3929 1.8944 0.8222 0.2 0.1 0.4 0.122
H 0.2858 2.2943 1.4564 -1.0 -1.2 -1.3 0.115
H -2.6731 0.1898 1.8473 0.1 0.5 -0.6 0.131
H -4.9648 -2.4586 2.4790 1.2 0.4 0.0 0.104
H -3.6084 -3.4052 3.1799 -0.1 -0.2 -1.2 0.095
H -3.2746 -2.3496 1.6934 -0.3 -0.7 -0.7 0.081
H -1.1776 -2.5491 4.7087 0.3 1.8 -0.6 0.137
H 1.1616 -1.4922 4.4377 -0.5 0.1 -0.2 0.099
```
Forces are in eV/Å.

Calculated values
total charge	0
spin multiplicity	1
E	-6129.0570	Eh
max |F|	5.7	eV/Å
structure (SMILES)	CCCN1CCc2c(Br)ccc(O)c2[C@@H]1Cc1cc(OC)ccc1Br